(1)
Formula: C32H88N8O8
Source: the OMol25 dataset
Level of theory: wB97M-V/def2-TZVPD

2S+1 ... 1
Total charge ... 0
HOMO ... -8.40 eV
LUMO energy ... 0.02319 hartree
SMILES string ... COC[C@H](C)N.COC[C@H](C)N.COC[C@H](C)N.COC[C@H](C)N.COC[C@H](C)N.COC[C@H](C)N.COC[C@H](C)N.COC[C@H](C)N

Last column: Mulliken charge in e.
Geometry (Å):
H 3.25 -10.42 1.77  0.2481
O -5.12 -6.12 -0.75  -0.3591
H 1.64 3.14 0.56  -0.7398
C -0.04 6.50 2.69  -0.6755
H 3.58 5.13 -4.13  0.2331
H -2.76 0.07 1.48  0.3381
C -5.58 -7.03 -1.71  -0.8330
H 1.76 -5.99 0.99  0.2639
H -6.42 -6.71 -2.35  0.3331
C -3.50 6.56 -1.39  -1.0941
C -4.35 -5.00 -1.15  -0.5441
N -0.11 -0.53 1.15  -0.1481
O -2.33 0.67 -0.46  -0.2486
H -1.71 -7.09 1.66  0.4925
H 3.21 5.08 -5.87  0.2763
H -2.33 -3.06 0.73  0.1158
O 5.53 -2.75 1.18  -0.2920
O -0.65 5.23 2.52  -0.3111
H 2.18 -6.34 2.49  0.2479
N 1.39 -6.03 1.93  -0.5179
O 3.16 5.06 0.13  -0.1424
H 3.25 5.98 -1.67  0.1830
H 0.88 5.12 -3.06  -0.0678
H -0.40 3.51 -1.41  -0.3403
C -1.42 -2.59 1.10  -1.4246
H 0.02 0.31 0.59  0.0244
H -4.04 -6.85 -3.17  0.1860
H -1.05 2.75 4.83  0.3321
H 5.99 -2.12 3.07  0.5247
C 0.40 3.01 -3.18  0.3598
H 4.97 -1.03 2.01  -0.2765
H -5.93 -8.41 -4.03  0.3636
H -3.46 5.71 -2.10  0.2930
H -0.75 3.44 -4.99  0.4153
C -5.01 -8.73 -3.52  -1.5673
H 0.82 6.64 2.02  0.1612
H -4.35 1.11 -0.27  0.4288
H 3.04 -1.04 3.87  0.2526
C 0.33 -7.04 1.97  0.2000
O -4.27 6.30 -0.25  -0.2556
C -0.91 3.18 -3.94  -1.4591
H -4.61 -4.66 -2.15  0.3539
C 3.84 -2.67 2.82  0.2920
H -2.43 4.97 0.13  0.2412
H -0.90 -1.48 -0.58  0.2374
C 3.58 2.74 0.67  0.5785
H -0.96 -6.46 0.17  0.2398
H -3.34 -0.93 0.32  0.4225
H -3.28 -5.23 -1.16  0.1301
H -6.02 -7.79 -1.06  0.3529
H -2.21 3.58 3.74  0.3652
H -4.44 -4.22 -0.40  0.2069
H -6.13 6.99 -0.90  0.3050
C 3.93 3.94 -0.25  -0.7423
H 1.98 2.09 -0.55  0.2393
H 3.52 3.13 1.69  0.3167
H 3.72 3.63 -1.28  0.1139
H 4.39 6.70 -0.47  0.3001
C -0.41 2.84 2.72  1.4384
H 1.99 -10.54 0.56  0.2942
H 7.53 -2.18 1.21  0.3038
H -0.49 1.96 -1.74  0.0817
H 4.59 1.18 -0.55  0.3453
H 4.01 -3.70 3.14  0.2521
H -0.02 0.89 2.73  0.3940
C 4.54 1.58 0.46  -1.3595
H 2.62 6.94 -0.36  0.2077
O 1.60 -9.10 1.93  -0.3142
N -1.67 5.21 -0.51  -0.0153
H -1.12 -5.43 1.52  0.2499
H -3.86 7.44 -1.94  0.5018
C -0.91 -6.47 1.26  -1.3489
H 1.28 1.69 2.26  0.1983
H 2.57 -1.61 1.40  -0.4826
C -2.43 -0.34 0.52  -0.8075
O 1.77 4.26 -4.72  -0.4392
H 1.89 -3.11 2.04  0.3205
H 0.32 6.72 3.69  0.3174
H 4.99 4.16 -0.08  0.4750
H -4.31 -9.10 -4.28  0.3845
C 3.41 6.22 -0.60  -0.6860
C 2.79 5.22 -4.88  -0.6663
H 6.91 -2.90 -0.28  0.2550
C 2.81 -2.63 1.72  -0.5223
H 2.39 6.24 -4.83  0.2770
H -0.56 -3.24 0.94  0.3801
C -2.05 6.57 -0.92  0.5949
H -0.08 6.91 -1.59  0.0939
H 5.48 1.95 0.88  0.5242
H 0.84 2.11 -3.61  0.3836
N 0.52 1.74 2.94  -0.6977
H -3.19 2.17 0.54  0.2555
H -2.06 7.28 -0.07  0.1951
C 0.73 -8.32 1.18  -0.7800
H -3.43 2.29 -1.24  0.1407
H -1.26 8.10 -2.22  0.5098
H -0.92 2.92 1.75  -0.2689
H 0.04 -7.35 2.97  0.3950
H -1.28 6.54 -2.95  0.2698
C 2.55 -9.83 1.18  -0.7183
C 5.15 -2.05 2.38  -0.1819
H -1.40 2.21 -4.02  0.3946
H 6.48 -1.28 0.03  0.2057
N 3.31 -2.00 4.02  -0.7577
H 3.11 -3.06 0.75  0.3997
H 2.23 4.03 -2.75  -0.6684
C -1.47 2.78 3.83  -1.7687
H 4.24 0.76 1.11  -0.0540
H -1.50 -2.45 2.18  0.2706
N 0.19 2.73 -1.74  0.2767
C 6.67 -2.23 0.54  -0.6933
H -2.01 1.85 3.66  0.4533
H 3.14 -9.12 0.59  0.3107
H -0.85 5.26 0.09  -0.2484
H -5.83 5.27 -1.04  0.3226
H 1.07 4.27 1.99  -0.1380
H -0.23 -8.81 0.92  0.3557
C -1.08 7.05 -2.01  -1.2318
H 0.79 4.36 3.74  0.4826
C -1.21 -1.23 0.44  0.8979
N 2.19 2.29 0.42  0.1573
H 0.81 -0.94 1.07  -0.0035
C -5.66 6.14 -0.40  -0.8025
H 1.10 -8.00 0.20  0.3930
N -3.49 -8.24 -1.70  -0.7015
H -0.80 7.20 2.34  0.2588
C 1.34 4.17 -3.37  0.8995
H -1.58 3.94 -3.52  0.1323
C -3.38 1.62 -0.39  -0.7694
H -2.76 -8.64 -2.29  0.2667
C 0.31 4.20 2.77  -0.2812
H -5.26 -9.68 -3.03  0.3853
C -4.52 -7.65 -2.59  0.9171
H 2.46 -2.49 4.26  0.2956
H -6.15 5.94 0.54  0.2420
H -3.07 -7.43 -1.26  0.1208

=====

(2)
Formula: C32H88N8O8
Source: the OMol25 dataset
Level of theory: wB97M-V/def2-TZVPD

2S+1 ... 1
Total charge ... 0
HOMO ... -8.79 eV
LUMO energy ... 0.00853 hartree
SMILES string ... COC[C@H](C)N.COC[C@H](C)N.COC[C@H](C)N.COC[C@H](C)N.COC[C@H](C)N.COC[C@H](C)N.COC[C@H](C)N.COC[C@H](C)N

Last column: Mulliken charge in e.
Geometry (Å):
H -13.59 -28.36 20.70  0.3406
H -1.84 -35.09 18.99  0.4055
C -10.98 -25.01 24.65  -0.6819
H -11.49 -24.98 27.28  0.3606
N -3.42 -34.42 20.93  -0.6663
C -10.55 -24.48 27.04  -1.3651
C -13.45 -29.41 20.43  -0.6476
H -8.66 -25.03 23.15  0.3052
H 1.05 -30.88 24.63  0.3448
C -14.86 -29.94 19.99  0.6192
C 0.71 -25.16 10.17  -0.7127
H -1.28 -27.00 8.26  0.2973
C 1.82 -33.05 27.15  -0.7110
H 7.79 -22.52 14.31  0.2827
O -9.88 -25.91 24.57  -0.3174
C 5.68 -29.88 12.53  -0.8865
H 3.85 -30.55 13.13  0.2060
H 0.32 -29.60 18.52  0.3453
H 4.34 -32.66 11.53  0.2861
C 6.50 -22.82 16.69  -0.6437
H 8.00 -28.77 12.79  0.3040
C 6.81 -24.85 18.40  -1.3171
H -11.60 -22.15 26.31  0.2685
H 6.22 -32.49 13.21  0.3354
H -3.91 -36.03 19.69  0.1928
H 0.77 -26.81 15.54  0.1726
H -7.91 -26.21 24.23  0.2704
H -10.75 -29.06 18.64  0.2369
N -15.74 -30.13 21.12  -0.7686
H -11.85 -22.52 24.82  0.2498
H 5.35 -31.70 10.93  0.2709
H -11.78 -25.65 25.03  0.2567
H -9.78 -23.37 25.43  0.2950
C -11.43 -28.82 19.46  -0.7305
C -10.72 -23.87 25.69  0.4619
H 1.85 -29.28 17.83  0.3854
O -12.63 -29.56 19.35  -0.3213
H -2.12 -38.95 22.98  0.3021
C -0.79 -29.81 25.17  -1.4166
H 1.97 -22.94 11.21  0.3094
H -2.62 -40.14 21.76  0.2672
H 1.17 -28.11 18.86  0.3306
H 1.71 -23.61 12.81  0.2661
H -4.42 -34.33 21.06  0.2468
H 4.46 -24.10 17.81  0.2438
C -1.12 -27.48 17.40  -0.7626
C 0.24 -30.89 25.37  0.3598
O -2.70 -38.14 21.16  -0.2852
H 6.56 -30.28 12.02  0.3113
H -14.75 -30.87 19.44  0.2350
H -1.69 -27.68 10.43  0.3989
H 6.46 -25.52 17.62  0.3033
C -8.63 -25.39 24.18  -0.7238
H -0.15 -29.01 16.25  0.1735
H 0.28 -27.13 8.33  0.2755
H -10.19 -23.66 27.66  0.3834
O -2.03 -28.47 17.93  -0.2798
H -15.27 -30.74 21.77  0.2219
H 4.59 -32.92 13.76  0.3775
C 0.90 -28.80 18.06  -1.4844
N -0.47 -32.13 25.17  -0.6251
H 9.39 -22.14 14.95  0.2331
H 0.86 -24.54 9.29  0.3630
H 6.08 -23.41 15.88  0.3164
H 6.65 -22.71 18.84  0.2586
H -0.94 -35.76 20.36  0.3109
H 6.00 -21.85 16.64  0.3298
H 1.57 -33.64 26.26  0.2837
H 2.66 -24.44 11.63  0.3151
N 1.13 -27.32 16.34  -0.5581
C -0.56 -26.00 9.79  0.4076
H -1.34 -29.96 24.24  0.3900
C 8.32 -22.03 15.13  -0.6743
H -1.56 -26.98 16.54  0.3624
H -8.15 -24.66 24.84  0.2843
H 7.90 -24.79 18.31  0.3230
H -11.80 -27.80 19.42  0.3296
C -2.81 -39.14 22.15  -0.7616
O 2.00 -31.65 26.95  -0.3694
H -16.26 -28.36 19.49  0.3917
H 1.14 -29.88 27.05  0.3121
H 6.65 -27.58 12.86  0.3045
C -15.61 -29.04 18.94  -1.4308
C 5.29 -32.09 13.62  -1.4029
H -3.82 -39.25 22.53  0.3049
N -11.80 -22.96 25.73  -0.7230
H 2.77 -33.46 27.48  0.2866
H 6.59 -25.18 19.42  0.3748
C 0.18 -28.22 16.93  0.6341
H -2.63 -36.44 22.38  0.3359
H -2.91 -27.11 19.31  0.3227
H -4.26 -36.95 22.01  0.3499
H -3.76 -28.53 19.09  0.2735
H 0.04 -31.22 27.55  0.3469
H -1.75 -36.83 19.35  0.3539
H -16.29 -29.63 18.32  0.3401
N -0.45 -26.44 8.39  -0.7588
C 1.74 -23.85 11.75  -0.7613
H 4.45 -22.53 18.21  0.2425
H 8.13 -20.96 15.19  0.2658
H 5.21 -29.23 11.79  0.4116
N 4.49 -31.66 11.45  -0.6865
C -1.86 -35.84 19.79  -1.4243
H -3.80 -27.39 17.78  0.2943
C -3.25 -36.90 21.61  -0.6736
O 7.91 -22.63 16.35  -0.3219
H -0.44 -28.78 25.20  0.3606
H 1.60 -25.78 10.22  0.3110
C 4.73 -31.05 12.73  0.5709
H 7.71 -28.01 14.28  0.2584
C -0.74 -27.21 10.69  -1.3637
H -0.79 -26.65 18.02  0.3707
H -9.83 -25.29 26.98  0.3095
H 0.07 -27.93 10.55  0.3336
H -10.91 -28.93 20.42  0.2915
C 7.19 -28.36 13.39  -0.7154
H -1.29 -32.17 25.77  0.2397
C 0.80 -30.89 26.83  -0.6445
H 5.54 -31.78 14.64  0.3383
H -0.81 -32.24 24.23  0.2238
H -13.12 -29.97 21.31  0.3582
H -14.96 -28.48 18.27  0.2916
H -0.90 -26.93 11.73  0.3049
H -16.61 -30.57 20.87  0.2432
C 6.29 -23.43 18.10  0.4712
H -1.51 -29.84 25.99  0.3306
H -1.46 -25.38 9.92  0.2980
H 2.02 -27.72 16.09  0.2059
C -3.19 -35.79 20.47  0.5073
H -3.13 -33.80 20.19  0.2371
C -3.14 -27.83 18.53  -0.7829
O 6.12 -29.26 13.68  -0.2852
O 0.56 -24.52 11.44  -0.2841
N 4.89 -23.42 18.42  -0.6892
H 1.15 -33.33 27.96  0.2849
H -11.26 -24.70 23.64  0.3650

=====

Most favorable first, least favorable last: (1), (2)

=====

(1)
Formula: C3H8BrClSi
Source: the OMol25 dataset
Level of theory: wB97M-V/def2-TZVPD

2S+1 ... 1
Total charge ... 0
HOMO ... -8.70 eV
LUMO energy ... -0.01115 hartree

Last column: Mulliken charge in e.
Geometry (Å):
H 2.06 -0.51 -1.05  0.4329
C 0.26 1.41 0.29  -1.3487
C 0.40 -0.08 0.31  0.8162
H 0.43 1.88 1.23  0.3964
H -1.93 -2.14 1.03  -0.0947
H -0.71 1.65 -0.27  0.3188
Cl 1.66 -0.69 1.57  -0.2107
H 0.54 -0.25 -1.90  0.3683
Si -1.19 -0.86 0.71  0.3736
C 1.00 -0.64 -0.97  -1.5473
H -1.79 0.02 -1.49  -0.1079
Br -2.47 0.22 2.07  -0.1706
H 1.02 1.73 -0.41  0.3915
H 0.72 -1.74 -1.12  0.3823

=====

(2)
Formula: C3H8BrClSi
Source: the OMol25 dataset
Level of theory: wB97M-V/def2-TZVPD

2S+1 ... 1
Total charge ... 0
HOMO ... -8.48 eV
LUMO energy ... 0.02064 hartree

Last column: Mulliken charge in e.
Geometry (Å):
C 1.01 1.20 0.39  -0.7637
H 0.66 1.61 1.38  0.2562
H 1.36 1.88 -0.31  0.3720
H -0.60 -1.63 0.42  0.2162
H -2.06 -0.94 0.94  0.2750
Br -0.36 0.27 -2.85  -0.2615
Cl -2.53 1.89 -0.72  -0.2340
Si -1.11 0.44 -0.78  0.6046
C 1.70 -0.09 0.54  -0.8496
H 1.80 -0.76 -0.33  0.3055
H 2.71 0.00 0.84  0.3380
H 1.07 -0.84 1.12  0.2487
H -2.13 -1.86 -0.61  0.3679
C -1.52 -1.18 -0.02  -0.8754

=====

Most favorable first, least favorable last: (2), (1)